Formula: C24H44O3P2ReS
Source: OMol25
Level of theory: ωB97M-V/def2-TZVPD

Lowest unoccupied orbital energy (spin up / spin down), Ha: -0.3024 / -0.3343
Charge: +2
2S+1: 4
Relative energy (zero: lowest compared OMol25 entry of this formula, charge and spin), eV: 4.470
Gap between HOMO and LUMO (spin up / spin down), eV: 5.7 / 4.9
E_tot, a.u.: -2324.77511

Geometry (Å):
Re 1.802 -0.620 -1.826
C 0.542 1.981 0.389
C 0.497 1.767 -1.029
C -0.310 -0.134 0.091
C 0.086 0.798 1.045
C -0.156 0.465 -1.278
C 0.711 3.281 1.086
H 0.676 4.137 0.405
H 1.670 3.299 1.614
H -0.068 3.441 1.846
C -0.067 0.622 2.510
H -0.026 1.551 3.074
H 0.718 -0.039 2.879
H -1.020 0.147 2.745
C -1.264 -1.213 0.375
H -2.251 -0.720 0.400
H -1.077 -1.628 1.372
H -1.286 -2.021 -0.365
C -1.375 0.396 -2.190
H -2.271 0.895 -1.732
H -1.640 -0.661 -2.364
H -1.208 0.860 -3.173
C 0.470 2.840 -2.057
H -0.591 3.024 -2.288
H 0.975 2.549 -2.989
H 0.907 3.771 -1.685
C 3.452 -0.887 -1.000
C 4.294 0.414 -0.791
C 5.139 0.927 -1.981
C 4.358 1.002 -3.280
C 2.879 0.433 -3.178
C 2.761 -1.038 -3.507
C 3.812 -2.094 -3.141
C 4.278 -1.841 -1.733
H 6.036 0.316 -2.185
H 4.953 0.389 -3.986
H 5.565 1.909 -1.708
H 5.302 -1.446 -1.771
H 3.288 -1.241 0.000
H 5.042 0.059 -0.059
H 4.295 -2.728 -1.085
H 3.345 -3.110 -3.160
H 2.634 -1.221 -4.612
H 4.711 -2.251 -3.811
H 4.323 2.072 -3.540
H 2.305 1.003 -3.924
P 3.357 1.673 0.074
C 3.803 1.621 1.838
C 3.822 3.299 -0.588
P -0.685 -2.677 -3.653
C 0.563 -1.882 -2.554
C 0.177 -1.728 -5.005
C 0.338 -4.317 -3.570
H 2.942 1.096 2.270
H 3.839 2.662 2.175
H 4.744 1.110 2.077
H 3.781 3.372 -1.685
H 4.811 3.616 -0.234
H 3.073 3.986 -0.160
H 1.074 -4.391 -4.373
H -0.379 -5.143 -3.614
H 0.798 -4.306 -2.581
H 1.342 -2.656 -2.481
H 2.569 0.960 -2.122
H -0.452 -1.400 -5.864
H 1.034 -2.343 -5.295
H 0.475 -0.831 -4.451
C 1.062 -3.921 2.461
S 2.105 -2.701 1.664
O 2.213 -1.561 2.576
O 3.364 -3.415 1.420
O 1.367 -2.376 0.405
H 1.622 -4.310 3.312
H 0.850 -4.722 1.754
H 0.150 -3.435 2.784